Entry 1:
{
  "formula": "C9H18Si",
  "method": "wB97M-V/def2-TZVPD",
  "largest_force_ev_per_a": 3.74,
  "charge": 0,
  "species": ["C", "C", "C", "C", "C", "C", "C", "C", "C", "Si", "H", "H", "H", "H", "H", "H", "H", "H", "H", "H", "H", "H", "H", "H", "H", "H", "H", "H"],
  "coordinates": [[2.793, 0.083, -0.219], [1.649, -0.223, -0.438], [4.151, 0.567, -0.159], [-0.104, -2.109, 1.289], [-0.497, -2.047, -1.232], [-0.651, 1.474, -1.439], [-2.850, 0.470, 0.025], [-0.760, 1.734, 1.749], [-0.388, -1.328, 0.065], [-0.967, 0.503, 0.159], [4.877, -0.183, -0.155], [4.157, 1.204, 0.627], [4.472, 1.202, -0.999], [-0.924, -2.808, 1.484], [-0.324, -1.441, 2.140], [0.841, -2.705, 1.145], [-1.490, -2.326, -1.438], [-0.198, -1.372, -2.014], [0.084, -2.901, -1.329], [-1.594, 2.009, -1.745], [-0.006, 2.299, -1.216], [-0.408, 0.886, -2.277], [-3.238, 1.470, -0.174], [-3.019, -0.086, -0.941], [-3.430, -0.024, 0.870], [-1.097, 1.063, 2.617], [0.326, 1.930, 1.918], [-1.405, 2.657, 1.685]],
  "nbo_charge": [-0.143, -0.224, -0.679, -0.731, -0.709, -1.103, -1.153, -1.061, -0.062, 1.663, 0.225, 0.226, 0.224, 0.244, 0.231, 0.262, 0.232, 0.251, 0.218, 0.224, 0.242, 0.234, 0.238, 0.219, 0.225, 0.220, 0.238, 0.248]
}

Entry 2:
{
  "formula": "CH6N2Si",
  "method": "wB97M-V/def2-TZVPD",
  "smiles": "C=N[SiH2]N",
  "largest_force_ev_per_a": 4.22,
  "charge": 0,
  "species": ["C", "N", "N", "Si", "H", "H", "H", "H", "H", "H"],
  "coordinates": [[-1.992, 0.177, -0.361], [1.708, 0.560, -0.266], [-1.035, 0.262, 0.389], [0.559, -0.524, 0.519], [-2.728, 1.033, -0.185], [2.042, 0.474, -1.208], [-2.240, -0.758, -0.920], [2.237, 1.214, 0.197], [0.526, -0.618, 2.061], [0.923, -1.820, -0.226]],
  "nbo_charge": [0.000, -1.282, -0.813, 1.407, 0.154, 0.397, 0.142, 0.385, -0.178, -0.212]
}

Entry 3:
{
  "formula": "C22H25AsF3NO4PSV",
  "method": "wB97M-V/def2-TZVPD",
  "largest_force_ev_per_a": 3.66,
  "multiplicity": 2,
  "charge": 1,
  "species": ["V", "N", "C", "C", "C", "C", "C", "C", "P", "C", "C", "C", "C", "C", "C", "C", "C", "C", "C", "C", "C", "H", "H", "H", "H", "H", "H", "H", "H", "H", "H", "H", "H", "H", "H", "H", "H", "F", "C", "F", "F", "S", "O", "O", "O", "C", "As", "C", "C", "O", "H", "H", "H", "H", "H", "H", "H", "H", "H"],
  "coordinates": [[-0.180, -0.008, -0.092], [-0.747, -1.510, -1.446], [0.260, -2.476, -1.816], [-0.082, -3.618, -2.530], [0.900, -4.515, -2.914], [2.227, -4.278, -2.584], [2.572, -3.153, -1.857], [1.588, -2.249, -1.462], [1.936, -0.716, -0.545], [3.352, -0.070, -1.481], [4.657, -0.213, -1.022], [5.714, 0.176, -1.828], [5.470, 0.693, -3.090], [4.167, 0.848, -3.543], [3.106, 0.470, -2.741], [2.576, -1.189, 1.078], [2.912, -0.132, 1.924], [3.162, -0.370, 3.261], [3.071, -1.661, 3.759], [2.741, -2.712, 2.920], [2.488, -2.484, 1.579], [-1.512, -2.013, -0.987], [-1.126, -1.067, -2.287], [-1.112, -3.810, -2.800], [0.625, -5.396, -3.472], [2.989, -4.973, -2.902], [3.604, -2.966, -1.593], [4.844, -0.629, -0.042], [6.729, 0.068, -1.474], [6.298, 0.975, -3.723], [3.988, 1.262, -4.524], [2.079, 0.584, -3.070], [2.962, 0.874, 1.517], [3.402, 0.450, 3.921], [3.248, -1.841, 4.808], [2.654, -3.711, 3.320], [2.202, -3.295, 0.925], [-2.904, -0.911, 2.482], [-2.193, 0.125, 2.064], [-2.671, 1.245, 2.599], [-2.427, 0.225, 0.713], [-0.337, -0.116, 2.309], [-0.100, -0.208, 3.696], [-0.186, -1.298, 1.484], [0.154, 1.066, 1.614], [-1.585, 3.381, 0.357], [-1.403, 2.672, -1.440], [-3.205, 2.351, -2.153], [-0.578, 4.082, -2.514], [-0.504, 1.295, -1.607], [-1.494, 4.464, 0.315], [-0.797, 2.970, 0.988], [-2.560, 3.114, 0.762], [-3.795, 3.270, -2.126], [-3.687, 1.588, -1.538], [-3.134, 1.997, -3.186], [-1.239, 4.948, -2.583], [-0.361, 3.705, -3.516], [0.358, 4.369, -2.031]],
  "mulliken_spin": [1.024, -0.020, 0.016, 0.001, -0.001, 0.000, 0.000, 0.010, -0.067, 0.012, -0.002, 0.001, -0.001, 0.000, 0.001, -0.001, 0.012, 0.001, -0.001, 0.001, 0.001, 0.006, 0.005, 0.000, 0.000, 0.000, 0.000, 0.000, 0.000, 0.000, 0.000, 0.001, -0.004, 0.000, 0.000, 0.000, 0.000, 0.000, 0.000, 0.000, 0.005, -0.012, 0.002, -0.001, 0.002, 0.005, 0.007, 0.000, 0.000, -0.001, 0.000, -0.001, 0.000, 0.000, 0.000, 0.000, 0.000, 0.000, 0.000]
}

Entry 4:
{
  "formula": "CH3N3OS",
  "method": "wB97M-V/def2-TZVPD",
  "smiles": "[H]/N=N/SNC=O",
  "largest_force_ev_per_a": 4.07,
  "charge": 0,
  "species": ["C", "N", "N", "N", "O", "S", "H", "H", "H"],
  "coordinates": [[-1.494, -0.455, -0.067], [2.111, 0.879, -0.896], [1.201, 0.258, -0.409], [-0.743, -0.181, 1.050], [-1.519, 0.355, -0.961], [0.270, 1.133, 0.990], [-1.871, -1.472, -0.164], [2.840, 0.338, -1.467], [-0.795, -0.855, 1.924]],
  "nbo_charge": [0.512, -0.354, -0.180, -0.819, -0.570, 0.512, 0.134, 0.344, 0.420]
}

Entry 5:
{
  "formula": "H2N2O5S",
  "method": "wB97M-V/def2-TZVPD",
  "largest_force_ev_per_a": 4.38,
  "charge": 0,
  "species": ["N", "N", "O", "O", "O", "O", "O", "S", "H", "H"],
  "coordinates": [[1.221, -0.347, 0.651], [0.591, -0.087, -0.389], [-1.592, -0.978, 0.127], [-1.717, 0.655, -1.574], [-1.085, 1.168, 0.838], [0.733, -0.102, 1.845], [1.173, -0.346, -1.545], [-1.311, 0.309, -0.275], [-0.073, 0.521, 1.763], [2.060, -0.793, -1.441]],
  "nbo_charge": [0.143, -0.021, -0.928, -0.852, -0.949, -0.455, -0.469, 2.536, 0.500, 0.493]
}

Entry 6:
{
  "formula": "CHN3O3",
  "method": "wB97M-V/def2-TZVPD",
  "largest_force_ev_per_a": 3.83,
  "charge": 0,
  "species": ["C", "N", "N", "N", "O", "O", "O", "H"],
  "coordinates": [[-0.935, -1.236, 0.012], [-1.511, -2.220, -0.129], [-0.455, -0.100, 0.475], [-0.484, 1.185, 0.086], [-1.614, 1.550, -0.069], [0.525, 1.777, -0.040], [1.953, -0.815, 0.085], [2.520, -0.141, -0.419]],
  "nbo_charge": [0.373, -0.202, -0.164, 0.629, -0.318, -0.313, -0.434, 0.430]
}

Entry 7:
{
  "formula": "C33H21FN6O6RuSSe",
  "method": "wB97M-V/def2-TZVPD",
  "largest_force_ev_per_a": 3.09,
  "multiplicity": 2,
  "charge": 1,
  "species": ["Ru", "Se", "N", "C", "C", "C", "C", "C", "N", "C", "C", "N", "C", "C", "C", "C", "C", "N", "H", "H", "H", "H", "H", "H", "C", "C", "C", "C", "C", "C", "C", "F", "C", "C", "C", "O", "C", "C", "N", "C", "C", "O", "O", "H", "H", "H", "H", "H", "H", "H", "H", "H", "H", "H", "O", "C", "N", "S", "O", "O", "C", "C", "C", "C", "C", "C", "H", "H", "H", "H"],
  "coordinates": [[0.007, 0.185, 0.050], [5.375, -0.010, 5.392], [3.600, 0.045, 5.434], [3.170, 0.078, 4.202], [1.772, 0.084, 3.836], [0.723, 0.038, 4.750], [-0.575, 0.004, 4.286], [-0.808, 0.028, 2.917], [0.177, 0.086, 2.032], [1.464, 0.101, 2.465], [2.477, 0.090, 1.456], [2.064, 0.061, 0.157], [2.965, 0.022, -0.816], [4.328, -0.015, -0.566], [4.773, 0.012, 0.742], [3.847, 0.064, 1.780], [4.198, 0.062, 3.180], [5.428, 0.008, 3.619], [0.943, 0.011, 5.808], [-1.411, -0.038, 4.967], [-1.812, -0.001, 2.519], [2.588, 0.013, -1.831], [5.020, -0.065, -1.393], [5.829, -0.009, 0.977], [-4.183, -3.290, -5.054], [-2.794, -2.977, -5.603], [-2.907, -2.225, -6.922], [-1.522, -1.941, -7.483], [-0.745, -1.134, -6.482], [0.239, -0.261, -6.884], [0.922, 0.506, -5.943], [1.880, 1.341, -6.367], [0.640, 0.422, -4.609], [-0.336, -0.483, -4.172], [-0.579, -0.629, -2.747], [0.014, 0.164, -1.954], [-1.445, -1.671, -2.371], [-2.125, -2.361, -3.344], [-1.983, -2.171, -4.656], [-1.037, -1.266, -5.108], [-1.757, -2.106, -0.944], [-2.683, -2.872, -0.778], [-0.972, -1.696, 0.004], [-4.805, -3.645, -5.874], [-4.645, -2.393, -4.640], [-4.175, -4.069, -4.294], [-2.255, -3.915, -5.772], [-3.435, -1.282, -6.754], [-3.492, -2.823, -7.620], [-1.590, -1.399, -8.426], [-1.000, -2.882, -7.682], [0.485, -0.164, -7.933], [1.166, 1.035, -3.892], [-2.829, -3.108, -3.009], [-2.845, 0.916, -1.726], [-2.547, 1.665, -0.824], [-1.688, 1.358, 0.208], [-1.094, 2.731, 0.932], [0.244, 2.838, 0.365], [-1.175, 2.684, 2.359], [-2.326, 3.809, 0.253], [-2.685, 5.091, 0.610], [-3.825, 5.620, 0.015], [-4.557, 4.883, -0.910], [-4.174, 3.597, -1.267], [-3.056, 3.058, -0.657], [-2.108, 5.654, 1.330], [-4.153, 6.613, 0.288], [-5.448, 5.317, -1.342], [-4.740, 3.012, -1.978]],
  "mulliken_spin": [0.885, -0.001, 0.001, 0.001, 0.004, -0.002, 0.001, -0.004, -0.001, 0.025, -0.041, 0.030, 0.031, -0.004, 0.017, -0.011, 0.000, -0.002, 0.000, 0.000, 0.002, -0.003, -0.001, 0.000, 0.000, -0.001, 0.000, -0.001, 0.008, 0.000, 0.003, 0.000, -0.006, -0.014, 0.027, -0.016, -0.018, 0.004, 0.000, -0.003, 0.011, 0.010, 0.010, 0.000, 0.000, 0.000, 0.000, 0.000, 0.000, 0.000, 0.000, 0.000, 0.001, -0.001, 0.017, 0.007, 0.040, -0.005, 0.001, 0.001, 0.003, 0.001, 0.002, -0.001, 0.002, -0.005, 0.000, 0.000, 0.000, 0.000]
}

Entry 8:
{
  "formula": "CH3CuMgO2",
  "method": "wB97M-V/def2-TZVPD",
  "largest_force_ev_per_a": 1.49,
  "multiplicity": 2,
  "charge": -1,
  "species": ["O", "C", "O", "H", "H", "Cu", "Mg", "H"],
  "coordinates": [[-1.398, 0.151, -0.150], [-0.543, -0.924, -0.005], [0.753, -0.445, 0.281], [-0.529, -1.567, -0.914], [-0.837, -1.570, 0.853], [0.006, 1.372, 0.063], [2.569, -0.134, -0.315], [-0.021, 3.119, 0.187]],
  "mulliken_spin": [0.206, -0.001, 0.079, 0.002, 0.004, 0.672, 0.016, 0.020]
}

So what do the calculations give for total energy? Going down the list: -643.017005 -440.686476 -5427.781186 -677.509971 -884.929994 -428.372955 -5044.401804 -2030.904760 Ha.